Entry 1:
ORCA calculation (ωB97M-V/def2-TZVPD) on C7H15N3S in the gas phase at a distorted geometry.

```
26
Properties=species:S:1:pos:R:3:forces:R:3
S -3.977 -0.052 1.238 -0.18 0.10 -1.16
C 1.661 1.075 1.016 0.07 0.39 0.69
H 2.182 -0.185 -0.643 0.30 -0.17 -0.25
C -2.587 -0.685 0.303 2.32 -0.46 -0.58
H 2.074 1.578 -1.016 0.34 -0.38 0.07
H -0.489 1.129 -0.297 -0.04 0.38 0.07
H 0.494 -1.562 0.676 -0.32 0.13 -0.06
H 3.062 1.297 2.686 0.01 -0.04 -0.56
N -0.277 -0.800 -1.129 0.31 -1.50 -0.81
C 0.193 0.599 -0.964 -0.33 -1.00 -0.48
N -2.598 -0.558 -1.078 -2.73 0.86 0.22
H -1.639 -1.998 -2.269 0.30 0.29 0.11
H -0.547 -2.676 -0.147 -0.23 -0.28 -0.38
H 1.155 2.051 1.175 0.28 -0.44 -0.10
C 1.649 0.736 -0.453 -1.35 0.55 -0.34
H 3.581 0.159 1.433 0.09 0.14 -0.09
H -3.479 -0.344 2.423 0.44 -0.23 0.35
H -1.431 -0.293 -2.797 -0.23 -0.03 0.00
C -1.507 -0.955 -1.935 1.52 0.26 1.42
N -1.552 -1.149 0.900 -0.85 -0.27 0.87
H 0.116 1.026 -1.975 -0.04 0.03 0.34
H -3.431 -0.168 -1.511 0.34 -0.19 0.23
C -0.435 -1.627 0.092 0.17 1.91 -0.31
C 3.076 1.115 1.592 -0.02 0.57 0.41
H 3.656 1.940 1.122 -0.20 -0.61 0.25
H 1.050 0.345 1.556 0.06 0.00 0.08
```
Positions in Å, forces in eV/Å.

2S+1: 1
HOMO-LUMO gap, eV: 9.19
M, g/mol: 173.285
Energy above the lowest of the compared OMol25 structures with the same formula, charge and spin, eV: 0.000
SMILES: CCCCN1CN=C(S)NC1

---

Entry 2:
ORCA calculation (ωB97M-V/def2-TZVPD) on a gas-phase ion, C7H15N4 (charge +1) at a distorted geometry.

```
26
Properties=species:S:1:pos:R:3:forces:R:3
N -0.866 0.268 -0.666 -2.97 1.23 0.52
H 0.236 -1.851 1.788 1.71 -0.01 -1.44
H -0.430 1.477 1.613 1.24 -1.27 -0.47
C 2.491 -0.174 1.520 0.17 -0.35 1.21
H 3.091 -1.835 0.541 -1.85 0.65 1.13
H 3.463 0.098 1.870 0.97 -0.64 -0.38
H 0.834 3.205 1.597 0.60 0.44 0.72
C 0.937 2.640 0.696 3.59 -0.84 -1.01
H -3.307 -1.280 -0.243 0.24 0.77 1.36
C 1.042 -2.076 0.993 -1.85 0.45 1.12
C -3.231 -1.493 -1.263 1.50 0.38 -1.40
H -0.195 -1.344 -1.789 -0.40 0.52 0.16
H 0.277 3.089 0.069 -2.41 0.98 -1.98
H -3.966 -2.142 -1.610 -1.39 -0.87 -0.60
C 0.538 1.197 1.011 -3.42 1.14 0.90
H -2.286 -1.652 -3.086 -0.28 0.00 -0.74
H -1.758 0.748 -0.326 1.63 -0.72 -0.43
C -2.268 -1.173 -2.133 0.11 -0.33 1.26
H 0.791 -2.922 0.320 0.97 0.86 0.43
N 0.255 0.306 -0.055 2.92 -0.47 0.61
H 1.753 1.489 2.564 1.05 -1.00 -0.33
N 1.590 0.697 1.931 -2.28 0.58 -0.61
C -0.945 -0.520 -1.875 -0.14 -1.63 1.56
H 1.948 2.805 0.116 -1.58 -0.60 1.59
H -0.596 0.058 -2.660 0.43 1.23 -1.86
N 2.242 -1.415 1.051 1.43 -0.50 -1.32
```
Positions in Å, forces in eV/Å.

2S+1: 1
HOMO-LUMO gap (spin up / spin down), eV: 8.45 / 6.46
Charge: +1
M, g/mol: 155.225
Energy above the lowest of the compared OMol25 structures with the same formula, charge and spin, eV: 5.558

---

Entry 3:
ORCA calculation (ωB97M-V/def2-TZVPD) on a gas-phase ion, C7H15N4O2 (charge +1) at a distorted geometry.

```
28
Properties=species:S:1:pos:R:3:forces:R:3
H 2.770 0.035 0.668 -1.20 0.08 0.37
H 1.746 1.206 -1.481 -2.12 0.21 1.64
H 3.303 -0.484 3.130 -0.91 -0.96 -0.11
N 0.082 -0.216 -1.757 -0.47 -0.64 1.56
H 0.720 -0.936 -1.409 0.17 0.18 -0.50
H 2.518 -1.955 2.288 0.28 0.50 1.03
H -0.354 2.264 -2.322 -0.66 0.43 0.76
C -1.525 -0.850 -0.054 -0.17 0.38 -1.29
H 0.142 -0.133 -2.770 0.00 -0.11 0.10
H -1.316 -1.594 -3.070 -1.57 0.05 0.41
H -2.971 -1.592 -2.239 0.14 -0.32 0.10
C 1.747 0.158 1.153 0.47 1.01 -2.56
H 1.971 -1.437 3.976 0.35 0.56 -1.46
C -2.086 -1.005 -2.460 -0.21 -1.93 -2.47
C -0.259 2.269 -1.218 -0.76 1.93 0.48
O -1.664 0.405 1.800 -0.34 1.84 -3.78
C -1.304 -0.689 -1.308 1.99 1.61 0.06
N 0.752 0.911 0.411 2.90 -0.87 0.98
C 0.711 1.222 -0.884 2.90 -0.50 -1.43
H -0.058 3.353 -0.804 0.27 -2.26 -0.99
H -1.134 1.959 -0.606 -0.21 0.37 -1.13
H -2.421 -0.268 -3.170 0.14 1.05 0.18
O -1.735 -1.739 1.974 -0.14 -2.75 1.29
C 2.349 -1.078 2.966 1.04 -0.56 0.84
H -1.735 0.187 2.688 -0.31 -0.93 3.17
N -1.685 -0.854 1.179 0.58 1.42 1.38
N 1.401 -0.251 2.261 -0.64 -0.37 1.04
H 0.036 1.111 1.057 -1.49 0.59 0.33
```
Positions in Å, forces in eV/Å.

2S+1: 1
HOMO-LUMO gap (spin up / spin down), eV: 9.46 / 9.46
Charge: +1
M, g/mol: 187.223
Energy above the lowest of the compared OMol25 structures with the same formula, charge and spin, eV: 7.907
SMILES: C/N=C/N[C@H](C)[NH2+]C(C)=C=[N+]([O-])O

---

Entry 4:
ORCA calculation (ωB97M-V/def2-TZVPD) on a molecular structure, C7H15N5S at a distorted geometry.

```
28
Properties=species:S:1:pos:R:3:forces:R:3
C -0.176 0.946 0.014 7.35 2.79 -3.18
H -1.876 -3.101 0.181 1.43 0.42 -0.20
H 0.609 -0.373 1.427 -0.84 0.29 -1.45
H -0.287 -3.472 0.942 0.35 -0.19 -0.08
H -1.329 -0.060 2.699 0.72 1.03 -0.62
N -1.068 3.528 -2.921 -0.12 -0.66 0.34
N 1.612 2.169 -1.626 -0.90 0.60 0.13
C -0.946 -2.673 0.656 -2.15 1.12 0.15
H 2.328 0.906 -0.342 -0.44 -0.35 0.63
C -0.312 -1.513 -0.103 0.38 -2.20 -0.62
N 0.629 2.834 -2.222 -2.53 -0.02 0.48
C 2.943 2.496 -1.981 1.61 2.26 0.31
H -0.777 -2.247 2.639 0.12 0.34 1.23
H -2.447 -2.362 2.125 0.05 0.89 0.41
H -0.875 -1.340 -0.970 -1.17 1.15 -0.92
H 3.566 2.264 -1.101 0.05 -0.34 -0.85
H -2.078 3.635 -3.041 0.41 0.31 -0.75
H -2.183 0.028 1.135 -0.41 -0.33 0.27
C -1.476 -1.909 1.903 0.01 -2.77 -0.59
C -1.368 -0.451 1.677 -2.28 0.59 0.81
N -0.224 -0.272 0.762 2.14 -1.01 1.42
H -0.950 1.649 -0.258 -0.28 -0.86 0.67
C 1.391 1.379 -0.613 -6.94 -3.68 3.65
H 3.197 2.002 -2.905 0.58 -0.10 -0.21
H 0.601 -1.855 -0.537 1.34 0.56 0.22
H 3.052 3.614 -2.023 -0.13 -0.91 -0.42
N -0.675 2.864 -1.850 2.53 0.62 -0.77
S 0.414 3.473 -3.777 -0.87 0.47 -0.07
```
Positions in Å, forces in eV/Å.

2S+1: 1
HOMO-LUMO gap (spin up / spin down), eV: 6.68 / 6.71
Charge: +2
M, g/mol: 201.299
Energy above the lowest of the compared OMol25 structures with the same formula, charge and spin, eV: 8.036

---

Entry 5:
ORCA calculation (ωB97M-V/def2-TZVPD) on 2 unconnected molecules or ions with the total composition C7H15N6 at a distorted geometry.

```
28
Properties=species:S:1:pos:R:3:forces:R:3
N -1.399 -0.969 -0.655 0.68 0.02 0.60
C 1.787 0.116 -0.160 0.22 0.95 -1.65
H -2.235 -2.109 -2.022 -0.96 0.14 -0.51
C 2.769 -0.671 0.497 -0.54 2.85 -1.25
H -2.935 0.764 0.102 -3.48 -1.57 2.05
H 2.593 -1.622 0.808 -0.01 -2.40 1.29
H -1.298 -2.990 -1.049 0.06 1.79 -1.14
N -1.330 -2.070 -1.608 1.02 -1.19 2.70
H -2.605 2.250 -0.802 0.17 -0.81 0.36
N 3.944 -0.093 0.516 1.98 0.28 0.36
H -0.548 -2.967 0.770 0.28 -0.88 -0.02
H -1.441 0.251 2.218 0.22 -0.93 -0.16
N 3.878 1.014 -0.143 -1.10 1.86 -1.28
N -0.327 -2.069 1.117 1.15 1.50 1.74
H -1.310 2.328 1.405 -0.65 0.35 0.67
H 2.366 1.890 -1.325 -0.11 -0.93 1.15
C -0.767 -0.961 0.528 -1.13 -0.11 -1.11
H 0.229 -1.903 2.011 -1.32 -0.87 -1.78
C -1.114 1.582 0.667 2.75 0.69 -0.64
H -0.090 1.999 0.239 -2.32 -0.83 -0.01
H 0.229 0.452 1.724 1.49 -0.35 0.85
C -0.739 0.281 1.369 -1.65 1.06 -0.24
C -1.621 0.343 -1.344 1.11 0.21 2.14
H -2.296 0.149 -2.119 -0.64 -0.16 -1.47
H -0.603 0.665 -1.593 -0.45 0.03 -0.79
N 2.530 1.162 -0.596 1.00 -0.17 0.49
C -2.224 1.326 -0.309 3.45 1.98 -3.02
H 4.558 1.853 -0.245 -1.22 -2.51 0.64
```
Positions in Å, forces in eV/Å.

2S+1: 1
HOMO-LUMO gap, eV: 9.74
Charge: +1
M, g/mol: 183.239
Energy above the lowest of the compared OMol25 structures with the same formula, charge and spin, eV: 2.606

---

Entry 6:
ORCA calculation (ωB97M-V/def2-TZVPD) on 3 unconnected molecules or ions with the total composition C7H15NO at a distorted geometry.

```
24
Properties=species:S:1:pos:R:3:forces:R:3
C -0.819 0.445 -0.536 -0.81 -0.40 -5.63
H -1.599 -0.565 2.158 0.06 -0.05 -0.05
C 0.378 0.171 1.713 0.85 -0.27 -1.84
H -2.793 0.659 -0.260 0.11 0.02 -0.07
O 0.001 1.503 2.039 -0.07 -0.18 -0.24
H 1.153 -0.645 -0.708 -0.04 0.05 -0.64
N -1.904 1.128 -0.172 -0.06 0.45 0.47
H 0.654 2.101 1.658 0.02 -0.04 0.01
H 1.237 -0.966 -3.082 -0.05 -0.06 0.01
H 2.084 0.085 3.046 -0.04 -0.05 -0.10
H 0.116 -0.920 -4.432 -0.05 0.14 0.17
H 0.050 1.237 -2.904 -0.05 0.02 0.04
H 2.478 0.585 1.395 -0.07 -0.04 0.00
H -0.485 -0.643 3.518 0.10 0.05 -0.13
C 0.310 -0.053 -0.429 1.40 -0.22 6.44
H -1.534 0.392 -2.961 0.03 0.08 -0.26
C 0.173 -0.911 -3.335 0.11 -0.15 0.47
C 1.838 -0.079 1.984 0.12 0.08 0.41
H -1.785 1.677 0.673 -0.05 -0.12 0.04
H 2.105 -1.108 1.737 -0.02 0.01 -0.04
H -0.323 -1.800 2.183 -0.04 0.07 -0.02
H -0.303 -1.833 -2.984 0.06 0.03 -0.03
C -0.475 0.302 -2.726 -1.43 0.60 1.08
C -0.559 -0.762 2.427 -0.09 -0.03 -0.08
```
Positions in Å, forces in eV/Å.

2S+1: 1
HOMO-LUMO gap, eV: 6.94
M, g/mol: 129.203
Energy above the lowest of the compared OMol25 structures with the same formula, charge and spin, eV: 6.734